Molecular formula: C3H3FN4
Method: DFT, wB97M-V/def2-TZVPD

Positions of all 11 atoms, in Å:
C 1.5273 -0.8840 1.0311
C 0.9919 1.4764 0.9183
C 0.8938 0.1538 0.4098
N 1.9992 -1.8872 1.2828
N 1.0333 2.5555 1.3423
N 0.4895 -0.0124 -0.8815
N -0.8670 -0.1568 1.7809
F -1.5355 -0.6588 0.5971
H -0.0314 0.7456 -1.3719
H -0.0356 -0.9282 -0.9756
H -1.0802 0.8847 1.5963

* E_LUMO (alpha / beta): -0.0443 / -0.0598 hartree
* HOMO-LUMO gap (alpha / beta): 8.13 / 9.03 eV
* relative energy (zero: lowest compared OMol25 entry of this formula, charge and spin): 373.9 kJ/mol
* max |F|: 3.2 eV/Å
* total charge: 0

Results of the natural (NBO) charge analysis, in e, for atoms 1 through 6:
1. C 0.216
2. C 0.215
3. C 0.057
4. N -0.214
5. N -0.250
6. N -0.708